Density functional theory data (the ωB97M-V functional and the def2-TZVPD basis) for the molecule C18H22N2O3S.

Kohn-Sham gap, eV: 9.339
E_LUMO, eV: 0.6108
ΔE to the lowest compared entry with this formula, charge and spin, kJ/mol: 115.23
HOMO, eV: -8.73
Total charge: 0

Each line ends with the Löwdin charge.
CARTESIAN COORDINATES (ANGSTROEM)
1 C 0.82339 -2.14695 2.91613  -0.059
2 C 2.17326 -1.89221 2.24981  -0.188
3 N 2.58123 -0.50392 2.29169  -0.059
4 C 2.82800 0.09605 3.59338  -0.194
5 C 1.70783 1.04913 4.00385  -0.065
6 C 2.80714 0.26174 1.20180  -0.446
7 O 3.22267 1.40572 1.28315  0.079
8 C 2.46865 -0.34978 -0.12849  -0.104
9 C 3.43779 -0.92772 -0.93363  -0.020
10 C 3.09759 -1.44792 -2.17077  -0.080
11 C 1.78613 -1.37650 -2.61064  -0.068
12 C 0.81577 -0.77321 -1.83102  -0.014
13 C 1.15182 -0.25099 -0.58847  -0.241
14 N 0.17927 0.37341 0.19010  -0.021
15 S -1.32905 -0.32794 0.42218  0.658
16 O -1.26565 -1.73562 0.15799  -0.272
17 O -1.74008 0.10833 1.72607  -0.284
18 C -2.32280 0.47154 -0.81957  -0.293
19 C -2.45717 1.84562 -0.77734  -0.047
20 C -3.21765 2.47741 -1.74331  -0.025
21 C -3.84459 1.74328 -2.74830  -0.266
22 C -4.65470 2.44554 -3.79283  -0.046
23 C -3.69619 0.36098 -2.76597  -0.025
24 C -2.93538 -0.27901 -1.80182  -0.058
25 H 0.56505 -3.19642 2.80346  0.082
26 H 0.03864 -1.55749 2.44900  0.037
27 H 0.85714 -1.91372 3.97738  0.072
28 H 2.94504 -2.49198 2.75075  0.125
29 H 2.12400 -2.20526 1.20552  0.119
30 H 2.94127 -0.70764 4.32255  0.118
31 H 3.76572 0.65750 3.53289  0.123
32 H 1.88275 1.40951 5.01432  0.074
33 H 0.73897 0.55694 3.96691  0.066
34 H 1.69355 1.90287 3.33110  0.070
35 H 4.45646 -0.97864 -0.57833  0.123
36 H 3.85388 -1.90762 -2.78834  0.102
37 H 1.51704 -1.78474 -3.57321  0.105
38 H -0.20453 -0.70279 -2.17221  0.100
39 H 0.52325 0.83070 1.02135  0.111
40 H -1.97211 2.39730 0.01163  0.118
41 H -3.33102 3.55118 -1.72206  0.118
42 H -5.21452 1.73682 -4.39679  0.076
43 H -5.35083 3.14282 -3.33103  0.084
44 H -4.00013 3.01740 -4.44998  0.087
45 H -4.18020 -0.21917 -3.53771  0.114
46 H -2.80929 -1.35052 -1.79323  0.115

***

Density functional theory data (the ωB97M-V functional and the def2-TZVPD basis) for the molecule C18H22N2O5S2.

Kohn-Sham gap, eV: 9.430
E_LUMO, eV: 0.5921
ΔE to the lowest compared entry with this formula, charge and spin, kJ/mol: 89.38
HOMO, eV: -8.84
Total charge: 0

Each line ends with the Löwdin charge.
CARTESIAN COORDINATES (ANGSTROEM)
1 O -2.38036 3.93043 2.50170  -0.297
2 S -1.74549 2.64733 2.49964  0.652
3 O -2.28875 1.61458 3.32601  -0.292
4 C 0.03003 2.85189 2.94232  -0.143
5 C 0.88398 2.90612 1.72792  -0.290
6 C 1.81729 1.91027 1.46156  -0.041
7 C 2.55377 1.93011 0.29051  -0.066
8 C 2.36686 2.95316 -0.62367  -0.079
9 C 1.45305 3.96055 -0.35775  -0.077
10 C 0.71412 3.93921 0.81158  -0.056
11 N -1.81270 2.16452 0.89133  -0.044
12 C -1.02790 1.14956 0.36858  -0.291
13 C -0.67127 0.06776 1.17557  -0.014
14 C 0.18829 -0.89464 0.68728  -0.049
15 C 0.66712 -0.78989 -0.60406  -0.307
16 S 1.89745 -1.94641 -1.15748  0.657
17 O 3.04198 -1.81433 -0.29784  -0.297
18 O 2.10055 -1.80436 -2.57446  -0.289
19 N 1.23465 -3.44357 -0.79775  -0.116
20 C 0.49995 -4.11543 -1.84836  -0.176
21 C -0.63734 -3.21098 -2.35661  -0.343
22 C -1.66362 -4.01381 -3.16717  -0.115
23 C -2.63214 -4.51200 -2.08672  -0.143
24 C -2.35661 -3.57872 -0.89003  -0.175
25 O -1.38178 -2.63848 -1.30563  -0.115
26 C 0.27154 0.23833 -1.43350  -0.049
27 C -0.58084 1.21173 -0.95079  -0.004
28 H 0.27243 2.01620 3.59105  0.105
29 H 0.03545 3.78378 3.50289  0.113
30 H 1.96551 1.11088 2.17155  0.123
31 H 3.25852 1.13769 0.09043  0.109
32 H 2.93550 2.96772 -1.54068  0.107
33 H 1.31496 4.76538 -1.06459  0.105
34 H -0.00478 4.71841 1.02228  0.118
35 H -1.99505 2.94307 0.27745  0.120
36 H -1.07005 0.01249 2.17559  0.106
37 H 0.50256 -1.72732 1.29451  0.124
38 H 1.93395 -4.02323 -0.35869  0.110
39 H 0.08951 -5.03815 -1.43031  0.130
40 H 1.14458 -4.36038 -2.70318  0.129
41 H -0.19406 -2.38528 -2.91716  0.134
42 H -2.17580 -3.34920 -3.86152  0.116
43 H -1.20259 -4.82244 -3.72907  0.115
44 H -2.42800 -5.54851 -1.82179  0.104
45 H -3.66690 -4.44415 -2.41524  0.106
46 H -3.23584 -3.00882 -0.58266  0.122
47 H -1.98792 -4.14335 -0.02442  0.119
48 H 0.65395 0.27304 -2.44118  0.122
49 H -0.88637 2.03410 -1.58010  0.122

***

Density functional theory data (the ωB97M-V functional and the def2-TZVPD basis) for the molecule C18H22N4O3S at a distorted geometry.

Kohn-Sham gap, eV: 8.709
E_LUMO, eV: 0.4301
ΔE to the lowest compared entry with this formula, charge and spin, kJ/mol: 48.43
HOMO, eV: -8.28
Total charge: 0

Each line ends with the Löwdin charge.
CARTESIAN COORDINATES (ANGSTROEM)
1 C 0.10536 0.45076 4.92144  -0.095
2 C 0.83843 1.38607 3.95734  -0.216
3 C 1.06800 0.70675 2.63818  -0.241
4 C 2.21807 -0.03736 2.41289  -0.022
5 C 2.44846 -0.71125 1.22162  0.009
6 C 1.49050 -0.63693 0.22848  -0.142
7 C 0.32419 0.10427 0.45461  -0.146
8 C 0.10294 0.77228 1.63576  0.034
9 C -0.53065 0.01979 -0.76576  -0.457
10 S -2.15888 -0.76301 -0.46811  1.124
11 C -2.95565 0.69769 -1.10571  -0.545
12 N -4.30586 0.87681 -1.16123  0.113
13 C -5.39112 0.07179 -0.86504  -0.510
14 C -5.11053 -1.31111 -0.36109  -0.039
15 O -6.49712 0.52560 -1.02832  0.084
16 N -2.16680 1.61528 -1.50261  0.105
17 N -0.85708 1.30756 -1.37920  -0.042
18 C 0.14075 2.04978 -1.94039  -0.458
19 C -0.33203 3.30732 -2.60990  0.009
20 O 1.29499 1.68049 -1.86413  0.097
21 C 0.33320 -0.83740 -1.71484  -0.429
22 O 0.02764 -1.14209 -2.84225  0.106
23 N 1.45764 -1.20088 -1.04512  0.051
24 C 2.53204 -1.88838 -1.74282  -0.352
25 C 2.84229 -3.23683 -1.09852  -0.035
26 C 3.75719 -0.98583 -1.86672  -0.027
27 H -0.85699 0.15819 4.50769  0.073
28 H 0.69076 -0.44950 5.09341  0.074
29 H -0.06215 0.94430 5.87570  0.068
30 H 0.24294 2.28881 3.80919  0.109
31 H 1.79505 1.67642 4.39515  0.109
32 H 2.96616 -0.09010 3.19072  0.117
33 H 3.36187 -1.26730 1.09464  0.097
34 H -0.80349 1.34242 1.78233  0.130
35 H -4.56837 1.78810 -1.52700  0.164
36 H -4.54759 -1.27205 0.56910  0.062
37 H -6.05785 -1.81481 -0.18889  0.093
38 H -4.53044 -1.87133 -1.09118  0.068
39 H 0.52760 3.86778 -2.96409  0.085
40 H -0.91104 3.90475 -1.91047  0.082
41 H -0.97571 3.04731 -3.44722  0.087
42 H 2.12546 -2.06510 -2.74629  0.143
43 H 3.56780 -3.76862 -1.70828  0.082
44 H 1.93882 -3.83867 -1.03161  0.084
45 H 3.25233 -3.11783 -0.09973  0.065
46 H 4.44405 -1.39918 -2.60038  0.082
47 H 3.44534 0.00394 -2.19198  0.081
48 H 4.27950 -0.88869 -0.91934  0.068

***

Density functional theory data (the ωB97M-V functional and the def2-TZVPD basis) for a structure of composition C18H22N6Pd.

Kohn-Sham gap, eV: 7.655
E_LUMO, eV: -7.8945
HOMO, eV: -15.55
Total charge: +2

Each line ends with the Löwdin charge.
CARTESIAN COORDINATES (ANGSTROEM)
1 Pd 0.10420 0.46810 -0.71989  1.033
2 C 1.82945 -0.86839 3.24057  -0.056
3 C 2.53441 -0.58217 1.92028  -0.374
4 C 4.00752 -0.20252 2.15398  -0.028
5 C 1.88286 0.50161 1.10156  -0.200
6 C 2.36895 0.76903 -0.22781  -0.070
7 C 1.95275 1.87949 -0.96509  -0.068
8 C 0.92838 2.70229 -0.46825  -0.319
9 C 0.54040 3.96147 -1.19356  -0.029
10 C 0.36967 2.36630 0.79618  -0.021
11 C 0.85706 1.30766 1.57632  -0.019
12 H 2.29891 -1.72477 3.72140  0.097
13 H 0.77219 -1.10636 3.10875  0.087
14 H 1.91658 -0.02395 3.92725  0.098
15 H 2.51858 -1.49913 1.31770  0.132
16 H 4.07882 0.74378 2.69290  0.102
17 H 4.57636 -0.11552 1.22812  0.082
18 H 4.48370 -0.97068 2.76156  0.098
19 H 3.16904 0.15811 -0.62696  0.133
20 H 2.42802 2.11785 -1.90753  0.143
21 H 0.37370 3.78464 -2.25655  0.101
22 H 1.35803 4.67993 -1.11586  0.113
23 H -0.34082 4.42937 -0.75642  0.090
24 H -0.41106 2.99752 1.20387  0.140
25 H 0.44069 1.13923 2.55873  0.128
26 N -2.48929 2.47999 -1.24292  0.207
27 C -2.85060 1.19872 -1.11075  -0.404
28 N -4.13703 0.91562 -1.09652  0.201
29 C -4.46357 -0.37625 -0.98779  -0.387
30 N -5.74269 -0.69989 -0.94876  0.227
31 N -3.56379 -1.40384 -0.93188  0.215
32 C -2.32565 -1.03038 -0.93555  -0.270
33 N -1.87816 0.24618 -0.98886  0.040
34 C -1.24748 -2.03241 -0.92159  -0.173
35 C -1.47017 -3.39076 -0.98359  0.047
36 C -0.37521 -4.24114 -1.04043  0.016
37 C 0.90064 -3.70053 -1.04035  0.005
38 C 1.05073 -2.32781 -0.96888  -0.076
39 N -0.00724 -1.51277 -0.89677  -0.016
40 H -3.22492 3.14591 -1.41899  0.137
41 H -1.55326 2.72037 -1.49918  0.059
42 H -6.44385 0.02043 -1.00390  0.137
43 H -6.01638 -1.66536 -0.88010  0.134
44 H -2.48898 -3.75104 -0.99871  0.134
45 H -0.51747 -5.31198 -1.09812  0.136
46 H 1.77885 -4.32745 -1.10197  0.132
47 H 2.02715 -1.86849 -0.97562  0.110

***

Density functional theory data (the ωB97M-V functional and the def2-TZVPD basis) for a structure of composition C18H22N9ORbS.

Kohn-Sham gap, eV: 5.332
E_LUMO, eV: 3.9408
ΔE to the lowest compared entry with this formula, charge and spin, kJ/mol: 120.41
HOMO, eV: -1.39
Total charge: -2

Each line ends with the Löwdin charge.
CARTESIAN COORDINATES (ANGSTROEM)
1 Rb -0.80406 0.43333 0.31881  0.802
2 N -4.93195 0.61018 0.88019  -0.004
3 C -4.14530 0.42239 2.02638  -1.017
4 S -4.72291 1.16903 3.47105  0.287
5 N -3.09463 -0.32207 1.80614  -0.149
6 N -2.27000 -0.50615 2.91051  -0.054
7 C -1.71819 -1.64979 3.03560  -0.158
8 C -1.84101 -2.92120 2.26365  -0.159
9 C -2.27872 -4.03604 2.96415  -0.095
10 C -2.35974 -5.30247 2.39363  -0.164
11 C -1.95160 -5.44223 1.06758  -0.158
12 C -1.47940 -4.36335 0.35151  -0.051
13 C -1.38591 -3.05113 0.90815  -0.449
14 O -0.90170 -2.07808 0.24679  -0.331
15 H -5.45103 1.47297 0.92358  0.028
16 H -4.41795 0.45634 0.02274  0.059
17 H -1.07650 -1.70710 3.91908  0.099
18 H -2.58041 -3.89933 4.00020  0.098
19 H -2.72817 -6.14713 2.96366  0.066
20 H -1.99738 -6.41794 0.58904  0.078
21 H -1.14995 -4.47475 -0.67638  0.091
22 C 3.79526 -2.15161 0.53477  -0.136
23 N 3.49739 -1.36253 -0.64022  -0.266
24 C 2.37443 -1.95914 -1.35794  -0.088
25 C 3.18091 0.01532 -0.24750  -0.214
26 C 2.90204 0.92578 -1.42766  -0.317
27 C 3.95013 1.09335 -2.33588  -0.095
28 C 3.78416 1.86993 -3.47226  -0.149
29 C 2.54762 2.46791 -3.68531  -0.154
30 C 1.52854 2.28827 -2.75349  -0.223
31 C 1.63049 1.52449 -1.56925  -0.138
32 H 4.08590 -3.16393 0.24237  0.073
33 H 2.93459 -2.23587 1.22151  0.089
34 H 4.62597 -1.69998 1.08404  0.071
35 H 2.65035 -2.96659 -1.68064  0.077
36 H 2.14241 -1.36190 -2.23788  0.082
37 H 1.46325 -2.03093 -0.74344  0.075
38 H 4.04058 0.38406 0.32816  0.110
39 H 2.30624 0.02698 0.42670  0.092
40 H 4.89870 0.59286 -2.15819  0.093
41 H 4.59586 2.00077 -4.18184  0.074
42 H 2.37951 3.06849 -4.57647  0.074
43 H 0.57916 2.77513 -2.99020  0.055
44 N -2.43341 6.74048 -0.39128  0.103
45 N -1.65545 5.58710 -0.50521  -0.321
46 N -0.36026 5.62620 -0.73570  0.114
47 C -0.07346 4.32886 -0.76316  -0.210
48 N -1.16471 3.56507 -0.57174  0.010
49 N -2.16727 4.38781 -0.40408  0.055
50 H -2.26383 7.11195 0.54070  0.086
51 H -3.39124 6.40069 -0.41079  0.084
52 H 0.90267 3.90548 -0.92418  0.074